1.
Entry from the OMol25 dataset: a structure of composition C25H45F3O3P2SSc (wB97M-V/def2-TZVPD).

Calculated values
charge	+1
ΔE to the lowest compared entry with this formula, charge and spin	0.0	kcal per mole
gap between HOMO and LUMO	8.21	eV

Each line ends with the Löwdin charge.
Geometry (Å):
Sc -0.0612 -0.1209 0.3772  0.88
C 1.1790 -2.0578 1.3901  -0.27
C 2.0149 -0.9523 1.0211  -0.32
C 0.7305 -0.3259 2.8622  -0.25
C 0.4466 -1.6874 2.5634  -0.22
C 1.7070 0.1460 1.9261  -0.30
C 1.2897 -3.4332 0.8544  -0.03
H 1.5847 -3.4224 -0.2000  0.07
H 0.3397 -3.9706 0.9400  0.06
H 2.0501 -4.0023 1.4106  0.11
C -0.2708 -2.6132 3.4621  -0.01
H -0.3490 -3.6195 3.0241  0.09
H -1.2958 -2.2565 3.6456  0.06
H 0.2265 -2.6997 4.4470  0.11
C 0.2870 0.3917 4.0731  -0.01
H 0.9954 0.2387 4.8998  0.11
H -0.6977 0.0460 4.4036  0.08
H 0.2194 1.4665 3.8750  0.08
C 2.5218 1.3798 2.0462  -0.03
H 3.4523 1.1812 2.6092  0.11
H 1.9757 2.1742 2.5719  0.07
H 2.8112 1.7595 1.0536  0.06
C 3.2336 -1.0467 0.1974  -0.03
H 4.0623 -1.5076 0.7619  0.12
H 3.5656 -0.0562 -0.1242  0.05
H 3.0744 -1.6435 -0.7078  0.07
C 0.3399 0.2592 -2.6509  -0.15
C 1.3084 -0.6409 -2.4227  -0.14
C 2.6210 -0.5929 -3.1710  -0.16
C 3.6567 0.5060 -2.7666  -0.16
C 3.1894 1.5663 -1.7942  -0.12
C 2.2304 2.4377 -2.1168  -0.11
C 1.5784 2.4311 -3.4705  -0.17
C 0.5134 1.3126 -3.7225  -0.17
H 2.4204 -0.4761 -4.2514  0.12
H 3.9934 0.9926 -3.7008  0.12
H 3.1222 -1.5696 -3.0546  0.12
H 0.7904 0.8137 -4.6720  0.12
H -0.6972 0.1657 -2.2772  0.07
H 1.1375 -1.5743 -1.8590  0.08
H -0.4573 1.8066 -3.9035  0.11
H 1.0837 3.4061 -3.6229  0.11
H 1.9969 3.3011 -1.4870  0.08
H 2.3547 2.3278 -4.2524  0.12
H 4.5375 0.0016 -2.3346  0.11
H 3.8035 1.6942 -0.8901  0.10
P -1.7593 -2.2033 -0.8364  0.81
C -2.5329 -3.4152 0.2842  -0.23
H -3.2786 -4.0188 -0.2508  0.06
H -3.0233 -2.9105 1.1258  0.03
H -1.7611 -4.0760 0.6990  0.04
C -3.2315 -1.4589 -1.6212  -0.25
H -3.9385 -2.2444 -1.9254  0.07
H -2.9273 -0.8840 -2.5064  0.04
H -3.7372 -0.7881 -0.9153  0.02
C -1.1184 -3.2788 -2.1814  -0.26
H -0.7623 -2.6440 -3.0098  0.04
H -1.9007 -3.9684 -2.5420  0.06
H -0.2622 -3.8573 -1.7897  0.04
P -0.7870 2.6092 0.4276  0.83
C 0.4896 3.8668 0.7413  -0.27
H 0.1599 4.8498 0.3705  0.07
H 1.4208 3.5742 0.2380  0.01
H 0.6823 3.9195 1.8247  0.05
C -1.4325 3.0147 -1.2300  -0.25
H -0.6270 2.9866 -1.9792  0.02
H -1.9194 4.0024 -1.2295  0.07
H -2.1821 2.2541 -1.5005  0.05
C -2.1430 3.2352 1.4974  -0.24
H -2.1966 4.3355 1.4525  0.07
H -1.9512 2.9150 2.5313  0.04
H -3.1092 2.8064 1.1896  0.04
F -5.5157 0.3284 2.6862  0.15
C -4.6575 0.1142 1.6739  -0.59
F -5.0962 -0.9520 0.9553  0.11
F -4.6898 1.1913 0.8406  0.10
S -2.9646 -0.1761 2.4262  0.58
O -2.8439 0.9165 3.3688  -0.27
O -3.0915 -1.5276 2.9045  -0.28
O -1.9281 -0.0533 1.3174  -0.49


2.
Entry from the OMol25 dataset: a cluster of 3 separate species, C25H45NO10P2 in total (wB97M-V/def2-TZVPD).

Calculated values
charge	0
gap between HOMO and LUMO	8.22	eV
SMILES	CCCCCc1cccc2c1C(=O)NC2=O.CCOP(=O)(OCC)OCC.CCOP(=O)(OCC)OCC

Each line ends with the Löwdin charge.
Geometry (Å):
C 7.1479 4.1385 2.1873  -0.11
C 6.4324 4.0561 0.7570  -0.24
C 5.2507 3.0137 0.8408  -0.23
C 4.4403 2.8227 -0.4945  -0.20
C 3.8381 4.1459 -1.0940  -0.14
C 3.0010 4.9458 -0.0506  -0.13
C 3.3051 6.3293 0.2961  -0.01
C 2.5334 7.0767 1.3139  -0.04
C 1.4139 6.4526 2.0376  0.01
C 1.1047 5.0816 1.6478  -0.05
C 1.8654 4.3339 0.6321  -0.01
C 1.2128 2.9320 0.5132  -0.35
O 1.2831 2.0991 -0.3441  0.11
N 0.3822 2.7956 1.7137  0.15
C 0.0051 4.1090 2.1667  -0.39
O -0.9296 4.4735 2.8259  0.12
H 8.1631 3.6725 2.1863  0.07
H 7.1704 5.2133 2.5071  0.07
H 6.5485 3.5784 2.9610  0.07
H 6.0428 5.0644 0.4760  0.08
H 7.1685 3.6375 0.0151  0.11
H 5.7338 2.0142 1.0607  0.12
H 4.5898 3.2131 1.7349  0.11
H 5.1552 2.4076 -1.2632  0.12
H 3.6861 2.0137 -0.3131  0.09
H 4.7146 4.8059 -1.3619  0.11
H 3.2738 3.9666 -2.0509  0.13
H 4.1364 6.8833 -0.1899  0.11
H 2.8312 8.1191 1.5541  0.10
H 0.8275 6.9658 2.8266  0.11
H -0.5024 2.4724 1.2883  0.15
O -2.1677 -3.5117 1.4010  -0.23
P -2.3764 -2.0632 1.8468  0.74
O -0.9925 -1.9732 2.7544  -0.22
C 0.2329 -1.7717 2.0557  -0.28
C 0.3047 -0.3968 1.4180  -0.10
O -3.4495 -2.4746 3.0353  -0.26
C -4.1348 -3.7228 3.0526  -0.28
C -3.3579 -4.7486 3.8599  -0.07
O -2.6323 -0.4292 2.1893  -0.24
C -3.4859 0.0594 3.2277  -0.27
C -2.8965 -0.1134 4.6139  -0.07
H 0.3611 -2.5547 1.3006  0.11
H 1.0397 -1.8796 2.7834  0.12
H -0.4479 -0.2903 0.6290  0.07
H 1.2854 -0.2253 0.9724  0.08
H 0.1104 0.3811 2.1550  0.06
H -4.3484 -4.0749 2.0453  0.11
H -5.0984 -3.5528 3.5397  0.12
H -2.3176 -4.8245 3.5346  0.07
H -3.8213 -5.7346 3.7819  0.08
H -3.3329 -4.4619 4.9138  0.08
H -4.4804 -0.3799 3.1458  0.11
H -3.6160 1.1290 3.0414  0.12
H -2.6138 -1.1432 4.8281  0.07
H -3.6192 0.2017 5.3697  0.08
H -1.9909 0.4868 4.7229  0.08
O -4.1631 -3.7169 -3.1651  -0.23
P -3.0850 -2.8713 -3.8135  0.69
O -2.5329 -3.9826 -4.9094  -0.22
C -3.3196 -4.1978 -6.0772  -0.30
C -3.3271 -2.9879 -6.9947  -0.09
O -1.9912 -3.0782 -2.5957  -0.27
C -2.3568 -3.5630 -1.3016  -0.31
C -2.2117 -5.0732 -1.2434  -0.06
O -2.0695 -1.7133 -4.5022  -0.24
C -0.7857 -1.3516 -3.9881  -0.28
C 0.2773 -2.4018 -4.2454  -0.07
H -4.3400 -4.4697 -5.7890  0.11
H -2.8862 -5.0507 -6.6032  0.12
H -3.8258 -2.1375 -6.5196  0.07
H -3.8532 -3.2101 -7.9250  0.08
H -2.3090 -2.6734 -7.2301  0.08
H -3.3567 -3.2385 -1.0191  0.10
H -1.6692 -3.1275 -0.5864  0.07
H -2.7356 -5.5676 -2.0657  0.07
H -2.5955 -5.4624 -0.2996  0.07
H -1.1600 -5.3564 -1.3312  0.08
H -0.8552 -1.0873 -2.9327  0.11
H -0.4941 -0.4342 -4.5067  0.12
H -0.0014 -3.3860 -3.8713  0.07
H 1.2143 -2.1116 -3.7648  0.08
H 0.4532 -2.5148 -5.3173  0.08


3.
Entry from the OMol25 dataset: a structure of composition C25H45NP2Rh (wB97M-V/def2-TZVPD).

Calculated values
charge	+1
spin multiplicity	5
⟨S²⟩	6.0189
ΔE to the lowest compared entry with this formula, charge and spin	0.0	kcal per mole
gap between HOMO and LUMO (alpha / beta)	7.21 / 6.78	eV

Each line ends with the Löwdin charge.
Geometry (Å):
Rh -0.3705 -0.4592 -2.4970  0.88
C 1.0730 -1.7875 -1.7467  -0.34
C -0.0407 -1.7543 -0.8354  -0.28
C -0.8514 -2.4289 -2.9009  -0.34
C 0.5763 -2.2503 -3.0175  -0.31
C -1.2227 -2.1426 -1.5353  -0.34
C 2.5070 -1.6482 -1.3387  -0.05
H 2.6600 -0.9247 -0.5344  0.07
H 3.1348 -1.3522 -2.1782  0.01
H 2.8910 -2.6110 -0.9855  0.11
C 1.4003 -2.5948 -4.2249  -0.02
H 2.4169 -2.8933 -3.9443  0.09
H 1.4568 -1.7467 -4.9143  0.07
H 0.9144 -3.4055 -4.7686  0.08
C -1.7265 -2.9462 -4.0032  -0.02
H -1.1758 -3.6620 -4.6257  0.09
H -2.0539 -2.1403 -4.6699  0.05
H -2.6280 -3.4179 -3.6021  0.09
C -2.5559 -2.2901 -0.8831  -0.04
H -2.5502 -2.9331 0.0073  0.10
H -3.2746 -2.6941 -1.5947  0.06
H -2.8641 -1.2944 -0.5481  0.06
C -0.0184 -1.4113 0.6151  -0.01
H 0.9674 -1.5845 1.0474  0.07
H -0.7405 -2.0248 1.1568  0.10
H -0.2882 -0.3679 0.8247  0.05
C 1.4301 2.0340 1.1485  -0.06
C 1.6835 0.9086 1.8563  -0.11
C 1.5414 0.8925 3.3227  -0.16
C 0.3396 1.6175 3.9455  -0.18
C -0.9364 1.0431 3.3935  -0.09
C -1.4354 1.1696 2.1519  -0.14
C -1.1518 2.2792 1.1772  -0.17
C 0.2582 2.9392 1.3582  -0.18
H 2.4644 1.2145 3.8227  0.14
H 0.3478 2.7093 3.8323  0.11
H 1.4124 -0.3659 3.7457  -0.02
H 0.2851 3.3767 2.3583  0.09
H 2.0772 2.2957 0.3029  0.09
H 2.1251 -0.0031 1.4154  0.09
H 0.3367 3.7629 0.6331  0.11
H -1.2463 1.8896 0.1396  0.09
H -2.1952 0.4566 1.8008  0.10
H -1.9333 3.0682 1.2742  0.13
H 0.3197 1.4002 5.0269  0.12
H -1.4961 0.4009 4.0854  0.12
P 2.5654 0.7180 -3.4057  0.82
C 3.8048 -0.2321 -4.4400  -0.29
H 4.5900 0.4505 -4.8015  0.05
H 3.3074 -0.6891 -5.3048  0.03
H 4.2855 -1.0324 -3.8592  0.04
C 2.4002 2.1306 -4.5782  -0.31
H 3.3883 2.4991 -4.8945  0.05
H 1.8447 2.9336 -4.0766  0.04
H 1.8292 1.7923 -5.4519  0.04
C 3.8892 1.5085 -2.3579  -0.28
H 4.6224 2.0190 -3.0033  0.05
H 4.4105 0.7517 -1.7529  0.04
H 3.4333 2.2419 -1.6788  0.02
P -2.6976 0.2899 -3.0531  0.84
C -4.3165 -0.5430 -2.6058  -0.26
H -5.1515 -0.0104 -3.0823  0.06
H -4.4869 -0.5206 -1.5243  0.04
H -4.3513 -1.5824 -2.9464  0.04
C -3.3526 1.9699 -2.6126  -0.27
H -4.3305 2.1080 -3.1041  0.05
H -2.6748 2.7623 -2.9489  0.05
H -3.4976 2.0541 -1.5260  0.04
C -3.0666 0.3276 -4.8719  -0.26
H -4.0506 0.8012 -5.0207  0.05
H -3.1033 -0.6805 -5.3025  0.03
H -2.3060 0.9121 -5.4020  0.05
N 1.1758 -2.6119 4.5449  0.04
C 1.2625 -1.5233 4.1552  -0.11